Entry 1:
# C21H22FeN7O4S2

A structure of composition C21H22FeN7O4S2 (wB97M-V/def2-TZVPD, the OMol25 dataset).

Properties
electronic energy	-3557.97921	a.u.
charge	-1
spin multiplicity	1
maximum force	0.7	eV/Å
relative energy (zero: lowest compared OMol25 entry of this formula, charge and spin)	0.646	eV

Each line ends with the natural charge from an NBO analysis.
CARTESIAN COORDINATES (ANGSTROEM)
Fe1 0.124 -0.144 0.639  0.848
C1 -2.627 1.731 5.481  -0.615
C2 -2.753 2.207 4.041  -0.229
N1 -1.468 2.494 3.431  -0.565
C3 -0.688 1.622 2.786  0.319
S1 -1.193 -0.007 2.537  -0.245
N2 0.481 2.141 2.357  -0.473
N3 1.047 1.376 1.417  -0.177
C4 2.144 1.785 0.853  0.122
C5 2.836 3.035 1.287  -0.659
C6 2.550 0.972 -0.291  0.197
C7 3.755 1.122 -0.982  -0.248
C8 4.023 0.301 -2.059  -0.160
C9 3.093 -0.657 -2.440  -0.280
C10 1.925 -0.755 -1.706  0.087
N4 1.661 0.033 -0.671  -0.441
H1 -3.615 1.540 5.904  0.208
H2 -2.049 0.808 5.524  0.217
H3 -2.129 2.481 6.101  0.193
H4 -3.241 1.448 3.430  0.235
H5 -3.354 3.113 3.961  0.219
H6 -1.068 3.412 3.551  0.399
H7 2.102 3.838 1.381  0.244
H8 3.282 2.908 2.276  0.229
H9 3.611 3.339 0.587  0.204
H10 4.471 1.866 -0.666  0.216
H11 4.955 0.405 -2.601  0.210
H12 3.265 -1.315 -3.279  0.217
H13 1.155 -1.480 -1.943  0.216
O1 -5.992 2.627 -0.165  -0.737
C11 -4.965 3.114 0.333  0.730
O2 -4.813 4.065 1.129  -0.763
C12 -3.641 2.424 -0.063  -0.030
C13 -2.445 3.133 -0.034  -0.238
C14 -1.254 2.466 -0.225  0.037
N5 -1.192 1.143 -0.402  -0.478
C15 -2.348 0.468 -0.509  0.098
C16 -3.585 1.072 -0.385  -0.206
C17 -2.187 -1.027 -0.686  0.768
O3 -3.078 -1.716 -1.148  -0.645
O4 -1.023 -1.468 -0.309  -0.818
H14 -2.466 4.187 0.205  0.239
H15 -0.303 2.984 -0.178  0.190
H16 -4.492 0.491 -0.471  0.258
C18 3.468 -4.786 1.112  -0.411
N6 2.113 -4.651 0.630  -0.365
C19 1.422 -5.608 -0.102  -0.108
C20 0.223 -5.075 -0.408  -0.053
N7 0.176 -3.819 0.153  -0.550
C21 1.341 -3.536 0.767  0.270
S2 1.775 -2.117 1.581  -0.263
H17 3.517 -5.487 1.946  0.201
H18 3.800 -3.807 1.450  0.253
H19 4.113 -5.135 0.306  0.199
H20 1.845 -6.573 -0.315  0.219
H21 -0.608 -5.480 -0.956  0.230
H22 -0.491 -3.043 -0.101  0.487

Forces on the atoms, in the same order (eV/Å):
0.3160 0.0828 -0.4706
-0.0044 0.0025 0.0037
-0.0118 0.0006 -0.1265
0.1541 -0.0074 0.3286
-0.0288 -0.1327 -0.0746
-0.0672 0.1569 0.0504
0.0223 0.0373 -0.0195
0.0070 -0.1402 0.0688
0.0000 -0.0038 -0.0510
0.0039 -0.0131 0.0081
0.0444 0.0098 0.0427
-0.0125 0.0021 -0.0007
-0.0007 -0.0021 -0.0062
0.0263 0.0029 -0.0016
-0.0562 0.0212 -0.0334
-0.2434 -0.0872 -0.0032
-0.0008 -0.0011 -0.0030
-0.0017 0.0067 -0.0068
-0.0037 0.0010 0.0019
-0.0168 0.0108 -0.0064
-0.0166 -0.0077 0.0230
-0.0364 0.0065 -0.0803
0.0001 0.0029 -0.0024
0.0011 0.0103 0.0003
-0.0014 -0.0015 -0.0010
0.0045 -0.0052 0.0034
-0.0005 0.0017 0.0002
-0.0042 0.0043 -0.0014
-0.0034 0.0006 0.0143
-0.0085 -0.0196 -0.0004
-0.0015 0.0447 0.0192
-0.0056 0.0014 -0.0402
0.0086 -0.0003 0.0069
-0.0261 -0.0113 -0.0228
0.0574 -0.0122 -0.0696
0.0124 -0.2963 0.6154
0.0069 -0.0017 -0.1076
0.0135 0.0225 -0.0744
0.0778 -0.0612 0.0472
-0.0522 -0.0121 -0.0123
0.2353 -0.2561 -0.1023
-0.0033 -0.0016 0.0020
-0.0079 -0.0120 0.0536
0.0039 -0.0009 0.0023
-0.0145 -0.0188 0.0522
-0.0066 0.0304 -0.0600
-0.0248 0.0004 0.0577
-0.0285 -0.0276 0.0315
-0.1502 0.4560 -0.4802
0.0664 -0.0381 0.1400
-0.2514 0.3316 -0.0195
-0.0053 0.0074 0.0038
0.0037 -0.0024 -0.0046
-0.0048 -0.0004 0.0002
-0.0012 0.0069 -0.0067
0.0175 0.0001 -0.0140
0.0198 -0.0879 0.3262

***

Entry 2:
# C13H16BNO5

A cluster of 2 separate species, C13H16BNO5 in total (wB97M-V/def2-TZVPD, the OMol25 dataset).

Properties
electronic energy	-960.74378	a.u.
spin multiplicity	1
maximum force	3.1	eV/Å
SMILES string	CC(=O)N(Bc1ccccc1)C(C)=O.O=C1OCCO1
relative energy (zero: lowest compared OMol25 entry of this formula, charge and spin)	0.000	eV

Each line ends with the natural charge from an NBO analysis.
CARTESIAN COORDINATES (ANGSTROEM)
C1 3.869 -1.248 0.401  -0.724
C2 3.781 0.318 0.176  0.716
O1 4.821 0.924 0.134  -0.539
N1 2.454 0.891 0.071  -0.828
B1 1.689 0.398 -1.113  0.778
C3 0.739 -0.873 -0.861  -0.407
C4 0.558 -1.971 -1.818  -0.190
C5 -0.321 -3.077 -1.393  -0.226
C6 -0.991 -3.087 -0.082  -0.204
C7 -0.809 -1.985 0.872  -0.214
C8 0.058 -0.888 0.458  -0.183
C9 2.449 2.352 0.188  0.728
C10 1.459 2.952 1.269  -0.721
O2 3.085 3.121 -0.479  -0.492
H1 4.405 -1.760 -0.436  0.240
H2 2.860 -1.715 0.551  0.233
H3 4.417 -1.393 1.376  0.245
H4 1.698 0.883 -2.194  -0.075
H5 1.065 -1.967 -2.814  0.226
H6 -0.466 -3.956 -2.072  0.220
H7 -1.636 -3.934 0.256  0.226
H8 -1.257 -1.935 1.883  0.255
H9 0.224 -0.044 1.164  0.222
H10 0.530 3.327 0.770  0.236
H11 1.134 2.113 1.952  0.218
H12 1.950 3.713 1.919  0.248
C11 -4.630 1.172 -0.402  -0.101
C12 -3.164 1.495 -0.477  -0.102
O3 -2.635 0.829 0.666  -0.488
C13 -3.492 -0.178 0.980  0.976
O4 -3.262 -1.031 1.779  -0.579
O5 -4.643 -0.088 0.263  -0.482
H13 -5.093 1.096 -1.386  0.206
H14 -5.189 1.894 0.198  0.185
H15 -2.689 1.089 -1.374  0.191
H16 -2.969 2.566 -0.428  0.203

Forces on the atoms, in the same order (eV/Å):
-0.9762 0.3237 0.5611
0.7802 -1.9726 0.0908
-0.9844 0.3871 0.2477
0.7433 0.9328 -0.6754
-1.1945 -1.9006 0.8437
-0.3672 -0.6911 0.6452
-1.7581 -0.2486 2.5686
0.3624 1.1577 0.9297
1.1818 1.6528 -0.0338
1.7608 0.2456 -2.5336
-0.2272 -1.8258 -1.2092
-0.5191 1.8522 0.5847
-0.0470 -1.8841 0.4166
-0.1098 -0.9544 0.0304
-0.3553 0.6299 0.7500
0.8873 0.4455 -0.3355
-0.2915 0.2082 -1.1524
0.1963 0.5091 0.0271
-0.5674 -0.0511 1.0963
0.1170 0.9599 0.7244
0.6925 0.7247 -0.6728
0.2634 -0.3724 -1.0381
-0.0637 -0.7671 -0.7026
0.9442 -0.0534 0.3270
0.2408 0.8776 -0.6605
-0.3266 -0.3830 -0.9501
-0.4796 0.2730 -0.2951
0.3131 0.4130 -0.4114
-0.3773 -0.2105 0.1332
0.0431 -0.3425 0.3185
-0.4081 0.4125 -0.1030
0.4248 0.0107 0.1410
-0.0285 -0.1860 0.1120
0.0479 -0.0338 0.0096
-0.0226 -0.0390 0.0520
0.1052 -0.0999 0.1640